The molecule C3H7ClN2S at a distorted geometry. Source: OMol25; level of theory: ωB97M-V/def2-TZVPD.

Element x y z (Å)
C1 -1.72195 -0.38591 0.97145
C2 0.82119 -0.06060 -0.10256
C3 1.43787 -1.15109 -0.78758
H1 -2.39780 -0.73149 1.82077
H2 -2.04634 0.53776 0.55944
H3 -1.85595 -1.29993 0.23930
H4 2.07471 -0.68241 -1.61290
H5 2.10652 -1.78160 -0.12526
H6 0.24045 2.20962 0.73093
H7 0.23991 2.87909 -0.76542
N1 0.71464 1.00358 -0.76392
N2 0.09706 2.05777 -0.27483
S1 0.07504 -0.28581 1.52671
Cl1 0.21466 -2.30897 -1.41613

Computed properties:
HOMO level ... -9.0 eV
Calculated total energy ... -29560.9290 eV
Molecular weight ... 138.62 g mol⁻¹
Lowest unoccupied orbital energy ... 0.642 eV
SMILES ... CS/C(CCl)=N\N